C25H37BaMnN4O5 | ωB97M-V/def2-TZVPD

Last column: Mulliken charge in e.
Cartesian coordinates (Å):
Ba 3.1084 0.4795 0.1136  1.735
Mn 0.9369 -3.1443 0.4207  0.101
C -1.1893 -0.4129 -1.5429  -1.443
C -0.0478 -0.1025 -0.6047  0.187
C -0.6077 0.7173 0.5643  -0.286
O 0.8164 -1.0847 -0.2645  -0.339
H -0.9546 -1.1049 -2.3517  0.264
H -1.5530 0.5033 -2.0079  0.123
H -2.0214 -0.9067 -1.0411  0.465
H 0.5667 0.5994 -1.1684  0.218
H -1.2341 0.1903 1.2841  0.289
H -1.2775 1.4842 0.1753  0.322
H 0.2701 1.1897 1.0050  -0.176
C 6.3294 -2.8024 -0.6480  -0.594
C 6.6771 -4.1436 -0.5626  0.219
C 5.5348 -5.1765 -0.3966  0.331
O 5.8225 -6.3613 -0.0548  -0.654
C 4.2237 -4.9073 -0.4368  -0.362
C 3.8337 -3.6026 -0.7426  0.446
C 4.9638 -2.3932 -0.9086  0.417
O 4.6203 -1.2462 -1.1868  -0.866
O 2.5794 -3.2832 -0.7205  -0.714
O 7.9526 -4.3589 -0.2928  -0.679
H 7.0890 -2.0352 -0.6213  0.429
H 3.5076 -5.6065 -0.0311  0.386
C 1.6627 -0.8330 5.2544  -1.193
C 0.2880 -0.9645 4.4510  -0.467
C -0.5961 0.3344 4.4669  0.194
C -1.0477 0.7581 5.8329  0.073
N -1.3650 1.0222 6.9423  -0.521
H 1.5053 -0.7830 6.3318  0.360
H 2.2037 0.0810 5.0094  0.298
H 2.3046 -1.6907 5.0536  0.373
H -0.2747 -1.7758 4.9128  0.377
H 0.4098 -1.2824 3.4155  0.180
H -1.5271 0.2408 3.9078  0.150
H -0.0615 1.1359 3.9572  0.168
C 0.5008 -0.3170 -5.9737  -1.219
C 0.9817 -1.6570 -5.4069  -0.421
C 2.3413 -1.5201 -4.7406  -0.431
C 2.5829 -0.4707 -3.7543  0.174
N 2.8113 0.4259 -3.0664  -0.420
H 0.1909 0.4236 -5.2364  0.310
H -0.3996 -0.3879 -6.5839  0.402
H 1.1938 0.0613 -6.7252  0.318
H 0.9803 -2.3875 -6.2160  0.349
H 0.2484 -2.1695 -4.7843  0.271
H 3.1175 -1.2487 -5.4562  0.372
H 2.7979 -2.4797 -4.4982  0.368
C -4.3203 1.4280 -0.8778  -0.782
C -4.6806 0.9001 -2.2961  -0.678
C -3.8615 1.5082 -3.5133  -0.344
C -3.0627 2.6864 -3.0797  0.240
N -2.3873 3.5405 -2.7514  -0.459
H -4.9004 0.9180 -0.1087  0.492
H -4.5793 2.4725 -0.7047  0.476
H -3.2441 1.3909 -0.7092  -0.194
H -5.7115 1.2450 -2.3762  0.412
H -4.7376 -0.1869 -2.3531  0.347
H -4.5883 1.8130 -4.2662  0.366
H -3.2312 0.7312 -3.9459  0.217
C -1.3374 3.4977 2.9235  -0.875
C -2.8359 3.0510 2.9535  0.383
C -3.6990 4.0319 3.7491  -0.668
C -3.1341 4.6735 5.0052  0.144
N -2.7706 5.1985 5.9433  -0.399
H -1.2098 4.5760 2.8286  0.441
H -0.7866 3.0675 2.0871  0.011
H -0.8832 3.1357 3.8459  0.251
H -2.8954 2.0530 3.3879  0.082
H -3.3290 2.9489 1.9868  -0.032
H -4.5704 3.4929 4.1208  0.368
H -4.0399 4.8200 3.0777  0.315

## Properties
HOMO-LUMO gap (alpha / beta) = 4.62 / 4.81 eV
E_LUMO (alpha / beta) = -0.07544 / -0.07718 Eh
M = 665.860 g mol⁻¹
energy = -2746.34563 a.u.
net charge = 0
spin multiplicity = 7